9
Properties=species:S:1:pos:R:3:forces:R:3:nbo_charge:R:1 method="wB97M-V/def2-TZVPD" lumo_energy_ev=-1.90 charge=0 orbital_gap_ev=8.3 smiles="N#CC(=S)CO"
S -1.5524 1.2118 -0.1456 -0.4 0.7 -0.2 0.17
O 1.2947 1.2902 0.6067 -2.2 0.9 -0.1 -0.68
N -1.6076 -2.0332 -1.3581 -1.3 -2.6 -1.3 -0.20
C -0.5569 -0.0381 -0.3327 1.0 3.1 2.3 -0.23
C -1.0796 -1.1487 -0.9000 0.4 -0.6 -0.3 0.19
C 0.7960 0.0265 0.3272 1.7 -1.1 -1.5 -0.12
H 0.4027 1.7095 0.8244 1.6 0.6 -0.1 0.46
H 0.7919 -0.4642 1.2586 -0.7 -1.4 1.2 0.21
H 1.5112 -0.5538 -0.2805 -0.1 0.4 0.0 0.20



9
Properties=species:S:1:pos:R:3:forces:R:3:nbo_charge:R:1 method="wB97M-V/def2-TZVPD" lumo_energy_ev="-2.70 / -2.70" charge=0 orbital_gap_ev="7.4 / 7.4"
S -1.7019 -1.2547 0.0859 0.8 1.9 2.4 0.23
O 0.6905 1.9402 0.2141 -1.1 1.3 0.3 -0.56
N 2.3845 -1.0946 -0.3025 4.6 -2.9 -0.8 -0.43
C 0.0085 1.0122 -0.1272 1.8 0.2 -2.6 0.23
C 1.4683 -0.4740 -0.1603 -5.8 1.9 1.6 0.10
C -0.6904 0.0820 0.7316 -1.8 -3.3 0.6 -0.11
H -0.9415 0.2250 1.8078 0.8 0.3 -0.8 0.25
H -1.0340 -1.1466 -1.0024 0.6 -0.2 -2.0 0.13
H -0.1840 0.7104 -1.2469 0.0 0.8 1.3 0.15



10
Properties=species:S:1:pos:R:3:forces:R:3:nbo_charge:R:1 method="wB97M-V/def2-TZVPD" lumo_energy_ev=0.18 charge=0 orbital_gap_ev=8.5 smiles="S=c1ccn(S)o1"
S 1.8405 -1.4748 -0.9555 0.0 -0.5 -0.4 0.26
S -1.9027 1.7905 -0.1761 -3.2 2.7 -0.5 -0.04
O -0.0231 0.2868 -0.5660 -0.6 0.3 -1.8 -0.29
N 0.8271 -0.5630 -0.0034 2.3 -2.4 2.1 -0.27
C 0.4167 -0.8222 1.2911 2.0 -0.3 1.7 0.00
C -0.6363 -0.0624 1.4958 -3.7 0.8 5.5 -0.35
C -1.0080 0.6295 0.3273 2.5 -0.9 0.2 0.07
H 0.9359 -1.2633 2.2591 -0.5 0.3 -3.1 0.27
H -1.1060 0.0825 2.6419 1.1 -0.4 -3.8 0.25
H 2.9260 -0.6930 -0.9296 0.1 0.3 0.1 0.10



10
Properties=species:S:1:pos:R:3:forces:R:3:nbo_charge:R:1 method="wB97M-V/def2-TZVPD" lumo_energy_ev=-0.39 charge=0 orbital_gap_ev=8.3 smiles="O=CC1=NSCS1"
S 1.9249 -0.7685 -0.0212 -0.6 -0.1 -0.1 0.47
S -0.2111 1.2925 -0.0789 -0.1 -0.5 0.1 0.29
O -2.8596 0.0096 0.0777 0.3 -0.6 -0.1 -0.48
N 0.3340 -1.3291 -0.0062 0.4 -0.1 -0.1 -0.51
C 1.5617 1.0173 0.0677 0.7 0.6 -0.9 -0.73
C -0.5739 -0.4512 -0.0399 0.3 0.5 0.1 -0.02
C -1.9982 -0.8297 -0.0452 -0.8 -0.3 -0.1 0.38
H 2.0621 1.5827 -0.7423 -0.2 -0.5 0.2 0.24
H 1.9601 1.4083 0.9823 0.0 0.2 0.7 0.22
H -2.2000 -1.9319 -0.1939 0.1 0.8 0.2 0.14



no.,maximum force (eV/Å),electronic energy (eV)
1,4.02,-17530.396
2,6.34,-17527.011
3,6.62,-28363.676
4,1.25,-28366.655